1.
172
Properties=species:S:1:pos:R:3 method="wB97M-V/def2-TZVPD" lumo_ev=-1.2 e_homo_ev=-8.564 gap_ha=0.26926 e_tot_ev=-109087.1991
C 3.0768 -6.0178 3.5926
C 3.0556 -4.7377 3.2453
C 2.9192 -3.2433 2.6268
C 2.3418 -3.3179 1.1270
C 1.4550 -4.5812 0.7002
C 0.8705 -4.7199 -0.7818
C 1.1848 -3.6061 -1.8801
C 2.0414 -2.3688 -1.4272
C 2.6170 -2.1921 0.0575
C 3.4652 -0.8349 0.3798
O 4.4863 -0.8561 1.1394
C 2.9149 0.4918 -0.3891
C 2.8771 1.9371 0.2343
C 3.4399 2.0754 1.7609
N 2.3337 1.5822 2.6581
C 2.2957 3.2163 -0.5429
C 2.2871 4.6541 0.2049
C 1.3922 4.6453 1.5751
C 0.2337 5.7686 1.6117
C -1.1233 5.0275 1.0834
C -2.0691 4.4641 2.2625
C -2.9356 3.2274 1.6119
C -3.7007 2.5121 2.8371
C -4.6494 1.2741 2.4150
C -4.0976 0.3880 1.1776
C -5.1832 0.4697 -0.0166
C -4.5719 0.3206 -1.5069
C -5.0470 -1.0535 -2.2647
O -4.0196 -2.0851 -2.2279
C -4.5594 -3.4074 -2.4679
C 1.7409 3.0071 -2.0370
C 1.2016 4.3231 -2.8051
C -0.2669 4.8253 -2.3511
C -1.3810 3.6678 -2.2231
F -2.2760 3.8116 -3.3915
C 1.7323 1.5374 -2.7104
P 1.0500 1.1688 -4.4313
O 0.0318 2.2219 -4.9500
O 2.4019 1.1571 -5.5226
O 0.1974 -0.3468 -4.4887
C 2.3333 0.3148 -1.8727
C 2.4101 -1.1959 -2.4644
O 2.7709 -1.4909 -3.6518
H 3.5225 -7.0728 3.7770
H 2.2194 -2.5963 3.2681
H 3.9774 -2.7739 2.7045
H 1.1746 -5.4343 1.4194
H 0.2217 -5.6023 -1.1304
H 0.7869 -3.6751 -2.9526
H 4.4477 1.5414 1.9181
H 3.6148 3.1875 2.0517
H 2.6761 1.3966 3.6142
H 1.8640 0.7451 2.2656
H 1.8916 5.5171 -0.4413
H 3.4159 4.8995 0.4210
H 0.9471 3.5949 1.7985
H 2.1539 4.8693 2.4322
H 0.1186 6.1466 2.7014
H 0.4867 6.6657 0.9298
H -1.7500 5.7565 0.4429
H -0.7531 4.1367 0.4294
H -2.7376 5.2488 2.7707
H -1.3579 3.9885 3.0576
H -2.1247 2.5021 1.1889
H -3.6192 3.6400 0.7858
H -4.4055 3.3217 3.2986
H -3.0128 2.1784 3.7028
H -4.7086 0.5747 3.3492
H -5.7552 1.5723 2.2021
H -3.0148 0.6098 0.8662
H -4.1047 -0.7208 1.5446
H -5.8608 1.4150 0.0322
H -5.9161 -0.4260 0.1461
H -3.4319 0.4408 -1.5808
H -5.0509 1.1771 -2.1407
H -6.0219 -1.4889 -1.8191
H -5.2759 -0.8517 -3.3887
H -5.3996 -3.7168 -1.7346
H -3.7014 -4.1841 -2.3132
H -4.9668 -3.5676 -3.5426
H 1.9405 5.1850 -2.5307
H 1.2614 4.2508 -3.9663
H -0.6422 5.5640 -3.1741
H -0.1318 5.4619 -1.4018
H -0.9708 2.6002 -2.1310
H -2.0536 3.9322 -1.3070
H 2.9148 0.3163 -5.3773
H -0.7578 -0.1149 -4.5975
C 4.1650 4.0365 -8.1076
N 4.4017 4.6624 -6.8232
C 5.3467 5.7582 -6.7401
C 3.7613 4.2517 -5.6868
O 3.9114 4.7279 -4.5779
H 5.1073 3.6277 -8.4825
H 3.7889 4.7891 -8.8057
H 3.4337 3.2304 -8.0217
H 6.1435 5.4909 -6.0411
H 4.8324 6.6459 -6.3624
H 5.7750 5.9714 -7.7212
H 3.0675 3.4141 -5.8598
C -5.9676 1.5393 7.9382
N -5.0018 2.4380 7.3407
C -3.6766 2.5296 7.9201
C -5.3007 3.2025 6.2470
O -4.5360 3.9755 5.6978
H -6.1323 1.8351 8.9780
H -5.5725 0.5204 7.9055
H -6.9177 1.5721 7.4018
H -3.4928 3.5615 8.2307
H -2.9362 2.2540 7.1643
H -3.5872 1.8652 8.7815
H -6.3319 3.0572 5.8865
C -2.0537 -7.1893 -6.1338
N -1.9237 -6.6098 -4.8125
C -1.0482 -5.4681 -4.6306
C -2.6001 -7.1050 -3.7325
O -2.5347 -6.6644 -2.5974
H -1.0707 -7.5284 -6.4711
H -2.4335 -6.4278 -6.8199
H -2.7412 -8.0373 -6.1238
H -0.2765 -5.7227 -3.8991
H -1.6322 -4.6275 -4.2459
H -0.5799 -5.1882 -5.5761
H -3.2358 -7.9707 -3.9799
C 2.2049 -2.0875 -8.7895
N 1.5230 -2.9717 -7.8672
C 0.8421 -2.4009 -6.7217
C 1.5008 -4.3268 -8.0424
O 0.9461 -5.1242 -7.3048
H 2.9766 -1.5350 -8.2468
H 1.4800 -1.3859 -9.2106
H 2.6710 -2.6508 -9.6003
H 1.2720 -2.8175 -5.8071
H -0.2168 -2.6697 -6.7660
H 0.9452 -1.3150 -6.7141
H 2.0470 -4.6559 -8.9414
C -1.1137 -2.3131 5.4281
N -2.3739 -2.1617 4.7289
C -2.6422 -3.0015 3.5779
C -3.3160 -1.2538 5.1193
O -4.3943 -1.0769 4.5752
H -0.2951 -2.1112 4.7313
H -1.0355 -3.3390 5.7986
H -1.0467 -1.6206 6.2701
H -2.8106 -2.3667 2.7038
H -3.5462 -3.5868 3.7655
H -1.8028 -3.6726 3.3886
H -3.0122 -0.6680 6.0024
C -2.6947 -7.6962 8.1068
N -1.7307 -6.7912 7.5152
C -0.4066 -6.6971 8.0984
C -2.0298 -6.0238 6.4253
O -1.2655 -5.2442 5.8807
H -2.8628 -7.4054 9.1472
H -2.2957 -8.7132 8.0708
H -3.6438 -7.6646 7.5684
H -0.2275 -5.6660 8.4139
H 0.3364 -6.9667 7.3433
H -0.3169 -7.3648 8.9570
H -3.0595 -6.1712 6.0618
C 8.6751 4.5132 2.0243
N 7.4016 4.6781 1.3544
C 7.0773 3.8092 0.2393
C 6.4960 5.6262 1.7395
O 5.4103 5.8153 1.2187
H 9.4797 4.6679 1.3006
H 8.7355 3.4990 2.4278
H 8.7845 5.2303 2.8402
H 6.9026 4.4196 -0.6505
H 6.1623 3.2570 0.4705
H 7.8915 3.1077 0.0495
H 6.8397 6.2313 2.5941

2.
164
Properties=species:S:1:pos:R:3 method="wB97M-V/def2-TZVPD" lumo_ev="1.7 / 1.2" charge=-1 e_homo_ev="-4.277 / -4.277" multiplicity=4 gap_ha="0.21810 / 0.20011" e_tot_ev=-84677.8997 s_squared=3.763
C -2.5775 0.3929 7.9173
C -1.6636 1.5986 8.4086
B -0.2988 1.7777 7.5578
O 0.8874 1.1178 8.0280
Al -0.3896 2.9717 5.8143
C 0.0464 4.9022 6.4588
C -0.8134 5.2393 7.7160
O -0.3283 5.7620 8.7091
C 0.9364 2.3981 4.3658
C 0.6983 3.1651 3.0033
O 1.2631 2.4462 1.8629
C 0.7451 2.9832 0.6408
C 0.3957 1.8906 -0.4224
O -0.9805 1.3987 -0.3248
C -0.8742 0.1359 0.2999
C -0.8801 0.1180 1.7496
C -0.7342 -1.0978 2.5343
C -0.5733 -2.3816 1.8367
C -0.3597 -3.7363 2.6339
C -0.8927 -3.4826 4.1229
C -1.2109 -4.9296 2.0761
C 1.2038 -3.9550 2.7637
C 1.8979 -5.0302 1.8500
C 1.7751 -6.5296 2.4008
C 3.4671 -4.7171 1.9471
C 1.5756 -4.9266 0.3093
C -0.6112 -2.3519 0.3692
C -0.7599 -1.1226 -0.4086
C -2.3308 2.8740 5.1617
C -3.2853 3.9756 5.2370
C -4.6523 3.8441 4.7239
C -5.0664 2.5708 4.1611
C -4.1284 1.4487 4.0662
C -2.7544 1.5855 4.5576
H -3.3811 0.7695 7.2308
H -3.0881 -0.0597 8.8064
H -1.9619 -0.4230 7.4485
H -1.4606 1.4277 9.5111
H -2.2620 2.5518 8.3652
H 1.5815 1.7884 8.1380
H 1.1239 4.9920 6.7784
H -0.2156 5.6690 5.6776
H -1.9287 5.0376 7.7254
H 0.9714 1.2799 4.2054
H 1.9615 2.6814 4.7535
H -0.4254 3.1920 2.8716
H 1.1450 4.1949 3.0568
H -0.1200 3.6808 0.7901
H 1.5859 3.6035 0.1946
H 0.6388 2.2274 -1.4676
H 1.0842 1.0208 -0.2215
H -1.0012 1.0859 2.2948
H -0.7184 -0.9795 3.6364
H -0.2108 -2.7591 4.6362
H -0.7942 -4.4804 4.6376
H -1.9666 -3.1664 4.1324
H -0.8838 -5.9448 2.3996
H -2.2556 -4.7976 2.4867
H -1.3451 -4.8656 0.9606
H 1.7111 -2.9643 2.5971
H 1.4134 -4.2505 3.8337
H 0.9050 -7.0813 1.9704
H 1.7183 -6.4296 3.5212
H 2.7152 -7.0516 2.0838
H 3.5736 -3.6623 1.5527
H 3.8304 -4.6861 3.0035
H 4.0739 -5.3714 1.2746
H 2.3190 -5.6121 -0.2008
H 0.5709 -5.3536 0.0388
H 1.7525 -3.9128 -0.1225
H -0.5185 -3.2870 -0.2348
H -0.7553 -1.1377 -1.5417
H -2.9823 4.9483 5.6861
H -5.3726 4.6900 4.7811
H -6.1126 2.4623 3.7983
H -4.4242 0.4753 3.6073
H -2.0485 0.7265 4.4715
C -0.0090 -0.2302 -7.1555
C 0.4739 -0.5657 -5.7265
C 1.9475 -0.9966 -5.7806
C 2.1370 -2.3704 -6.4146
C 1.2729 -3.4150 -5.7161
C -0.2071 -3.0168 -5.5684
N -0.3980 -1.6099 -5.1073
O -0.1872 -1.5825 -3.8003
C -0.9502 -3.2215 -6.9070
C -0.8730 -4.0412 -4.6259
C 0.3727 0.7825 -4.9875
H 0.4113 0.7204 -7.4923
H 0.2965 -0.9565 -7.9057
H -1.0964 -0.1315 -7.1913
H 2.3701 -1.0140 -4.7697
H 2.5325 -0.2592 -6.3384
H 1.9077 -2.3410 -7.4839
H 3.1882 -2.6625 -6.3398
H 1.3490 -4.3618 -6.2588
H 1.7028 -3.5980 -4.7251
H -1.9689 -2.8283 -6.8510
H -1.0289 -4.2836 -7.1498
H -0.4526 -2.7661 -7.7612
H -0.3596 -4.1184 -3.6661
H -0.8529 -5.0394 -5.0678
H -1.9184 -3.7842 -4.4369
H -0.6591 1.1433 -4.9691
H 0.9803 1.5395 -5.4884
H 0.7345 0.7321 -3.9594
C -4.7232 1.5498 -5.4680
C -4.6296 0.0807 -5.9395
C -4.0306 0.0422 -7.3535
C -4.9933 0.5616 -8.4167
C -6.3258 -0.1791 -8.3522
C -6.9506 -0.2353 -6.9461
N -5.9681 -0.5796 -5.8769
O -5.7724 -1.8912 -5.9180
C -7.6230 1.1133 -6.6084
C -8.1333 -1.2245 -7.0010
C -3.6284 -0.5483 -4.9520
H -3.7334 1.9397 -5.2198
H -5.1149 2.2304 -6.2213
H -5.3376 1.6374 -4.5684
H -3.7425 -0.9839 -7.6110
H -3.1091 0.6303 -7.3849
H -5.1515 1.6382 -8.3061
H -4.5500 0.4223 -9.4068
H -7.0272 0.2864 -9.0511
H -6.1621 -1.1980 -8.7208
H -7.9618 1.1299 -5.5697
H -8.5021 1.2777 -7.2358
H -6.9837 1.9778 -6.7749
H -7.8365 -2.2076 -7.3695
H -8.9071 -0.8609 -7.6804
H -8.5901 -1.3500 -6.0163
H -4.0046 -0.4962 -3.9273
H -2.6741 -0.0194 -4.9797
H -3.4025 -1.5912 -5.1789
C 7.4228 3.8996 4.4073
C 7.5566 2.4345 3.9331
C 8.1490 2.4148 2.5154
C 7.1656 2.9080 1.4585
C 5.8545 2.1300 1.5293
C 5.2390 2.0541 2.9381
N 6.2394 1.7363 4.0029
O 6.4752 0.4314 3.9602
C 4.5299 3.3818 3.2815
C 4.0839 1.0344 2.8872
C 8.5815 1.8329 4.9128
H 8.4026 4.3184 4.6504
H 7.0069 4.5687 3.6576
H 6.8109 3.9679 5.3104
H 8.4648 1.3980 2.2552
H 9.0542 3.0294 2.4795
H 6.9775 3.9796 1.5717
H 7.6073 2.7826 0.4655
H 5.1364 2.5765 0.8355
H 6.0448 1.1164 1.1582
H 4.1958 3.3871 4.3216
H 3.6429 3.5202 2.6588
H 5.1436 4.2658 3.1128
H 4.4042 0.0588 2.5148
H 3.2963 1.3760 2.2146
H 3.6347 0.8946 3.8729
H 8.2104 1.8718 5.9401
H 9.5193 2.3925 4.8766
H 8.8348 0.7975 4.6803